1.
C9H12N2O2 | the ωB97M-V functional and the def2-TZVPD basis

The calculation puts the frontier orbital gap at 8.5 eV. Its spin multiplicity is 1. Its highest occupied orbital energy is -8.37 eV. The total energy comes out at -609.87372 Ha. The total charge is 0. Its energy above the lowest of the compared OMol25 structures with the same formula, charge and spin is 157.0 kcal per mole.

Last column: Mulliken charge in e.
Element x y z (Å)
C1 -1.39074 1.73234 -0.06637  -0.5895
C2 -0.18385 0.90136 0.06030  0.5044
C3 -0.26809 -0.46923 0.07792  0.1606
C4 -2.59941 -0.64684 -0.09276  0.3795
C5 1.10825 1.65420 -0.05699  -0.9625
C6 0.99329 -1.27012 -0.01586  -0.5023
C7 2.33726 0.75621 -0.31338  -0.9423
C8 2.25896 -0.57963 0.39408  -0.8915
C9 -3.87716 -1.31877 -0.11401  -1.1009
N1 -2.57847 1.28573 0.00660  0.4635
N2 -1.43076 -1.19094 -0.02338  0.5385
O1 -3.66653 1.78415 0.15653  -0.6571
O2 -1.45327 -2.48934 0.04218  -0.7424
H1 -1.45868 2.87979 -0.09822  0.3404
H2 1.14183 2.36849 -0.76590  0.5175
H3 1.13072 2.06966 0.98209  0.3215
H4 1.00800 -2.34592 0.44702  0.3556
H5 0.94476 -1.54774 -1.05332  0.3332
H6 2.30715 0.70347 -1.33464  0.4270
H7 3.11351 1.44859 -0.12526  0.3888
H8 2.20337 -0.52799 1.40265  0.4011
H9 2.96194 -1.35915 0.21163  0.3690
H10 -3.98180 -1.96591 0.67366  0.3366
H11 -4.78747 -0.61449 0.07828  0.2990
H12 -4.06000 -2.06620 -1.04639  0.2523

Forces on atoms 1 to 2 (eV/Å):
1.35 2.35 0.34
-2.24 -0.50 -1.84

2.
C37H48N7O4Rh | the ωB97M-V functional and the def2-TZVPD basis

The calculation puts the frontier orbital gap (alpha / beta) at 4.7 / 4.6 eV. Its spin multiplicity is 5. Its highest occupied orbital energy (alpha / beta) is -5.22 / -7.15 eV. The total energy comes out at -2233.42545 Ha. The total charge is 0.

Last column: Löwdin spin population.
Element x y z (Å)
Rh1 -0.09001 0.13937 0.06086  1.5544
C1 3.87060 -4.77561 1.40286  0.0028
C2 4.18188 -3.48841 0.62835  0.0036
C3 2.95560 -2.88853 0.01762  0.0374
C4 2.47987 -3.05956 -1.24041  0.0289
C5 3.06705 -3.87123 -2.35062  0.0021
C6 3.82673 -2.99012 -3.35188  0.0028
C7 1.28786 -2.24667 -1.35106  0.1236
N1 1.05464 -1.58617 -0.17839  0.1048
C8 2.05135 -1.97746 0.68422  0.1052
C9 2.17921 -1.57693 1.98138  0.0561
C10 1.35931 -0.62909 2.63256  0.1768
C11 1.48286 -0.26381 3.98671  0.0763
C12 2.53345 -0.75072 4.93592  0.0055
C13 3.84560 0.02714 4.76510  0.0041
C14 0.49713 0.68705 4.23067  0.1148
C15 -0.19822 0.85908 3.01774  0.1358
C16 -1.27273 1.74903 2.83446  0.0734
C17 -1.98927 1.90278 1.67927  0.1161
N2 -1.81614 1.17208 0.53525  0.1072
C18 -2.73262 1.65259 -0.36697  0.1000
C19 -2.92411 1.16848 -1.62611  0.0711
C20 -2.17917 0.12637 -2.22514  0.1828
N3 -1.06512 -0.44523 -1.69149  0.0305
C21 -0.64227 -1.37165 -2.60880  0.1546
C22 0.49200 -2.18365 -2.46731  0.0694
C23 -1.50181 -1.38752 -3.73149  0.1030
C24 -2.47269 -0.43117 -3.48964  0.0846
C25 -3.66686 -0.10385 -4.33253  0.0068
C26 -4.92244 -0.82447 -3.82229  0.0050
C27 -1.37061 -2.26571 -4.93739  0.0099
C28 -0.46528 -1.64769 -6.00995  0.0061
C29 -3.49136 2.73867 0.22200  0.0272
C30 -3.03894 2.88575 1.48869  0.0274
C31 -3.40108 3.93588 2.48935  0.0024
C32 -2.39363 5.09434 2.44106  0.0032
C33 -4.56831 3.50922 -0.47299  0.0021
C34 -5.91681 2.77875 -0.41375  0.0019
N4 0.34294 0.06634 2.04128  0.0367
C35 0.19781 1.39257 5.51646  0.0121
C36 -0.99880 0.77744 6.25360  0.0072
H1 4.77675 -5.18582 1.85084  0.0002
H2 3.44729 -5.52675 0.73510  0.0001
H3 3.14709 -4.58320 2.19574  0.0004
H4 4.90339 -3.70651 -0.16129  0.0001
H5 4.65000 -2.76186 1.29562  0.0008
H6 2.27407 -4.41233 -2.87247  0.0006
H7 3.74578 -4.61763 -1.93511  0.0000
H8 3.15845 -2.24397 -3.78271  0.0009
H9 4.25093 -3.59334 -4.15581  0.0002
H10 4.63865 -2.46368 -2.84742  0.0001
H11 2.97973 -2.01306 2.56307  0.0009
H12 2.71907 -1.81602 4.78095  0.0012
H13 2.17400 -0.63159 5.95959  0.0002
H14 4.21962 -0.07728 3.74555  0.0004
H15 4.60878 -0.33493 5.45667  0.0005
H16 3.68232 1.08847 4.95536  0.0000
H17 -1.54283 2.36755 3.67870  0.0021
H18 -3.71023 1.61437 -2.21942  0.0017
H19 0.75121 -2.80983 -3.30999  0.0015
H20 -3.47291 -0.40303 -5.36407  0.0001
H21 -3.84029 0.97498 -4.33841  0.0017
H22 -4.77186 -1.90442 -3.84915  0.0000
H23 -5.79361 -0.58089 -4.43333  0.0006
H24 -5.12981 -0.54170 -2.78923  0.0004
H25 -2.36310 -2.43527 -5.36026  0.0008
H26 -0.97796 -3.24243 -4.64632  0.0016
H27 -0.85773 -0.68202 -6.33074  0.0000
H28 -0.39920 -2.29931 -6.88320  0.0006
H29 0.53970 -1.48596 -5.61666  0.0001
H30 -3.42122 3.50546 3.49306  0.0004
H31 -4.40298 4.31327 2.27911  0.0001
H32 -1.37857 4.72720 2.59437  0.0010
H33 -2.61891 5.83873 3.20628  0.0002
H34 -2.42466 5.57945 1.46517  0.0002
H35 -4.28791 3.67752 -1.51479  0.0006
H36 -4.66301 4.49050 -0.00558  0.0001
H37 -5.84695 1.80156 -0.89337  0.0004
H38 -6.69404 3.35621 -0.91614  0.0001
H39 -6.21595 2.62321 0.62325  0.0001
H40 -0.00128 2.44901 5.31947  0.0028
H41 1.07557 1.35091 6.16382  0.0003
H42 -1.89200 0.80032 5.62823  0.0000
H43 -1.20589 1.32373 7.17556  0.0008
H44 -0.79624 -0.26395 6.50680  0.0000
N5 4.71345 0.53812 -0.75661  -0.0001
C37 3.36935 0.66174 -1.01591  0.0001
N6 3.00848 0.64377 -2.32518  0.0019
O1 2.56217 0.72052 -0.09120  0.0037
H45 5.38860 0.75907 -1.46653  0.0000
H46 4.98287 0.70408 0.19662  0.0001
H47 3.69480 0.80104 -3.04026  0.0000
H48 2.06726 0.96990 -2.50288  -0.0002
O2 0.47400 2.57427 0.31434  0.0934
N7 0.65678 2.78527 -0.90568  -0.0008
O3 1.03950 3.86382 -1.33301  0.0102
O4 0.42188 1.81505 -1.69773  0.0916

Forces on atoms 1 to 2 (eV/Å):
-1.15 -0.34 -0.13
0.06 0.09 -0.03

3.
C7H17NO | the ωB97M-V functional and the def2-TZVPD basis

The calculation puts the frontier orbital gap (alpha / beta) at 2.4 / 8.0 eV. Its spin multiplicity is 2. Its highest occupied orbital energy (alpha / beta) is 1.12 / -4.57 eV. The total energy comes out at -406.74598 Ha. The total charge is -1. Its energy above the lowest of the compared OMol25 structures with the same formula, charge and spin is 63.1 kcal per mole.

Last column: Löwdin spin population.
Element x y z (Å)
C1 -0.24354 0.20013 -3.14232  0.0158
C2 0.82767 -0.17607 -2.15667  0.0647
C3 0.05195 -1.25246 -1.19132  0.0829
C4 -1.26628 -0.72509 -0.49397  0.0132
N1 0.24331 1.67457 0.47142  0.0298
C5 -0.54824 0.73692 1.28358  0.0371
C6 -1.36560 -0.25168 0.87522  0.0319
C7 -0.38424 0.81119 2.82672  0.0944
H1 -1.26498 -0.18712 -3.20671  0.0012
H2 0.16090 0.21872 -4.17961  0.0052
H3 -0.59567 1.24085 -2.99543  0.0040
H4 1.67028 -0.72557 -2.65882  0.0256
H5 1.25751 0.71617 -1.47386  0.0189
H6 -0.01520 -2.18282 -1.73828  0.0167
H7 0.64913 -1.50341 -0.23093  0.0549
H8 -1.62418 0.16946 -0.96640  0.0003
H9 -2.05299 -1.55291 -0.60262  0.0054
H10 0.30307 2.54897 0.87134  0.0129
H11 0.10286 1.39946 -0.48743  0.0032
H12 -2.06517 -0.81033 1.56238  0.0082
H13 0.04300 1.81248 3.04628  0.0106
H14 -1.25868 0.66719 3.40574  0.0065
H15 0.37110 -0.00688 3.36754  0.0318
H16 2.26678 -0.37823 2.06234  0.0794
H17 2.48737 -1.68796 2.81313  0.0978
O1 2.24982 -0.75558 2.93870  0.2475

Forces on atoms 1 to 2 (eV/Å):
-0.30 2.78 -2.18
-0.54 -1.32 2.92

4.
C4H4ClF | the ωB97M-V functional and the def2-TZVPD basis

The calculation puts the frontier orbital gap at 9.2 eV. Its spin multiplicity is 1. Its highest occupied orbital energy is -8.92 eV. The total energy comes out at -714.79982 Ha. The SMILES is C=C/C(Cl)=C\F. The total charge is 0. Its energy above the lowest of the compared OMol25 structures with the same formula, charge and spin is 17.6 kcal per mole.

Last column: Mulliken charge in e.
Element x y z (Å)
C1 1.23483 -1.08350 0.02332  -0.8091
C2 -0.10566 -0.97845 -0.05154  -0.1511
C3 -0.81827 0.28497 -0.00768  0.4548
Cl1 -2.57925 0.18323 -0.07443  -0.2215
C4 -0.32977 1.48342 0.19477  -0.1824
F1 0.85536 1.81876 -0.20904  -0.2134
H1 1.82939 -0.23691 -0.08105  0.2842
H2 1.69869 -2.03104 0.05923  0.2648
H3 -0.87367 -1.81284 -0.22038  0.2239
H4 -0.91166 2.37237 0.36681  0.3497

Forces on atoms 1 to 2 (eV/Å):
-2.43 -0.80 -0.43
-0.58 -1.12 -0.85

Question: Look up the spin multiplicity of the second one.
Answer: 5

Question: What is the formula in the second record?
Answer: C37H48N7O4Rh